12
Properties=species:S:1:pos:R:3 method="wB97M-V/def2-TZVPD" smiles="NN1CC=CO1" energy_ha=-302.5123 de_lowest_kcal_mol=113.4 multiplicity=1 gap_ev=9.07
N 1.84 0.65 -0.29
N 0.68 0.74 0.56
C -0.09 -0.45 0.55
C -1.43 -0.06 0.00
C -1.42 1.25 -0.12
O -0.22 1.79 0.20
H 1.94 -0.33 -0.52
H 2.69 1.04 0.07
H -0.31 -0.95 1.63
H 0.21 -1.33 -0.13
H -2.22 -0.67 -0.38
H -2.31 1.77 -0.43